ORCA calculation (ωB97M-V/def2-TZVPD) on 2 unconnected molecules or ions with the total composition CH2Cl2O3.

Structure (XYZ):
```
8
Properties=species:S:1:pos:R:3:forces:R:3
O -0.497 1.471 0.257 -0.1 -0.5 -0.5
C -0.892 0.387 -0.093 1.7 1.2 -0.1
O -1.953 -0.095 0.471 -2.4 0.7 1.9
Cl -2.396 -1.667 0.346 0.1 -1.0 -0.5
H -0.437 -0.269 -0.803 0.6 -0.4 -0.8
O 1.841 0.221 -0.517 0.9 -1.0 -0.3
Cl 2.832 -0.983 0.280 -1.2 1.6 -0.4
H 1.502 0.935 0.058 0.5 -0.6 0.6
```
Forces are in eV/Å.

Values from the calculation:
Calculated total energy = -32252.718 eV
HOMO-LUMO gap = 10.271 eV
SMILES = O=COCl.OCl
HOMO level = -10.759 eV


ORCA calculation (ωB97M-V/def2-TZVPD) on a molecular structure, CH2Cl3ISi.

Structure (XYZ):
```
8
Properties=species:S:1:pos:R:3:forces:R:3
C -0.613 0.610 -0.345 0.2 0.3 1.6
Si 0.766 -0.517 0.428 -1.2 1.2 -0.1
Cl 2.442 -0.081 -0.602 0.6 0.2 0.0
Cl -0.898 0.656 -2.063 0.1 -0.4 -0.1
Cl 0.218 -2.370 -0.141 0.0 -0.6 0.4
I -2.423 0.193 0.840 0.4 0.0 -0.4
H 0.912 -0.127 1.915 -0.1 -0.6 -1.2
H -0.404 1.635 -0.032 0.0 -0.1 -0.1
```
Forces are in eV/Å.

Values from the calculation:
Calculated total energy = -54617.623 eV
HOMO-LUMO gap = 9.683 eV
HOMO level = -9.797 eV


ORCA calculation (ωB97M-V/def2-TZVPD) on a single CH2Cl3P molecule.

Structure (XYZ):
```
7
Properties=species:S:1:pos:R:3:forces:R:3
C 0.427 0.857 0.887 -0.2 -1.2 -0.5
P -0.024 -0.126 -0.369 1.1 -2.6 1.8
Cl -1.477 0.466 -1.456 -1.2 1.0 -0.8
Cl 1.407 -0.724 -1.564 0.6 -0.3 -0.4
Cl -0.998 -2.438 -0.150 0.9 1.9 0.0
H 1.221 0.623 1.687 -1.7 0.6 -1.5
H -0.554 1.342 0.966 0.6 0.5 1.3
```
Forces are in eV/Å.

Values from the calculation:
Calculated total energy = -47924.882 eV
HOMO-LUMO gap = 8.608 eV
SMILES = C=P(Cl)(Cl)Cl
HOMO level = -9.464 eV